Here is an isolated ion of composition C4H11N2O2 and charge -1 in a non-equilibrium geometry from the Open Molecules 2025 dataset. Energies are from ωB97M-V with the def2-TZVPD basis set.

```
! wB97M-V def2-TZVPD RIJCOSX def2/J DEFGRID3
* xyz -1 1
N 0.82 -0.60 2.24
C -0.25 -0.13 1.37
C 0.13 0.11 -0.11
C 0.51 1.66 -0.31
O 1.45 2.00 0.63
N -1.00 -0.21 -0.98
C -0.78 -1.36 -2.06
O -0.13 -0.87 -3.04
H 1.31 -1.38 1.80
H 0.47 -1.08 3.03
H -0.66 0.87 1.74
H -1.40 -0.46 1.35
H 1.02 -0.38 -0.38
H 0.93 1.66 -1.33
H -0.39 2.27 -0.17
H 1.52 1.27 1.38
H -1.59 0.41 -1.44
H -0.18 -1.97 -1.45
H -1.77 -1.81 -2.26
*
```

For the HOMO-LUMO gap, the calculation gives 6.14 eV. Its SMILES is NC[C@H](CO)NC[O-]. Its energy above the lowest of the compared OMol25 structures with the same formula, charge and spin is 112.7 kcal per mole. The largest force on an atom comes out at 4.4 eV/A.